No. 1
Entry from the Open Molecules 2025 dataset: 8 unconnected molecules or ions with the total composition C10H35ClO11 in a non-equilibrium geometry (wB97M-V/def2-TZVPD).

The calculation puts the energy above the lowest of the compared OMol25 structures with the same formula, charge and spin at 0.0 kcal per mole. As for the calculated total energy: -1689.37071 a.u. As for the spin multiplicity: 1. For the gap between HOMO and LUMO, the calculation gives 8.209 eV. The calculation puts the highest occupied orbital energy at -9.50 eV.

Last column: Mulliken charge in e.
Element x y z (Å)
O 0.351 -3.904 -0.395  -0.287
H 0.971 -3.175 -0.322  0.357
H 0.133 -4.300 0.453  0.433
H -0.422 -3.625 -0.892  0.427
Cl -0.831 0.222 0.505  1.705
O -1.127 -0.783 -0.478  -0.495
O -0.161 1.270 -0.146  -0.502
O -2.066 0.795 0.982  -0.729
O -0.147 -0.421 1.594  -0.816
C 2.357 3.039 2.622  -0.848
C 1.705 4.158 1.809  0.170
C 2.086 4.146 0.309  -0.821
O 0.369 4.000 1.983  -0.623
H 3.377 3.249 2.944  0.410
H 2.182 2.095 2.105  0.001
H 1.819 2.981 3.568  0.325
H 2.011 5.163 2.101  0.344
H 3.173 4.089 0.260  0.371
H 1.873 5.069 -0.229  0.364
H 1.739 3.206 -0.121  -0.076
H 0.195 3.090 1.731  0.334
C 3.691 -0.879 1.361  -1.575
C 3.257 -1.891 0.252  0.850
C 3.926 -3.219 0.572  -1.693
O 1.854 -1.834 0.162  -0.264
H 3.212 -1.107 2.313  0.405
H 3.383 0.099 0.991  0.363
H 4.768 -0.833 1.521  0.462
H 3.696 -1.541 -0.683  0.179
H 5.011 -3.142 0.639  0.379
H 3.790 -3.792 -0.345  0.439
H 3.599 -3.555 1.556  0.380
H 1.597 -1.078 0.695  0.095
C 2.097 0.663 -2.917  -0.072
O 0.875 0.346 -3.458  -0.553
H 2.910 0.607 -3.640  0.339
H 2.177 1.580 -2.332  0.121
H 2.226 -0.209 -2.275  -0.134
H 0.196 0.276 -2.784  0.281
C -4.646 -1.192 -1.850  -0.418
O -5.458 -2.028 -1.035  -0.533
H -5.020 -1.380 -2.856  0.327
H -4.683 -0.134 -1.589  0.226
H -3.643 -1.619 -1.837  0.107
H -4.981 -2.060 -0.203  0.286
C -4.488 -2.155 2.549  -0.608
O -3.495 -2.571 1.634  -0.528
H -4.820 -3.000 3.151  0.234
H -4.115 -1.407 3.249  0.295
H -5.334 -1.776 1.976  0.249
H -2.796 -1.914 1.609  0.319
C -2.712 1.555 -2.777  -0.474
O -3.793 1.903 -3.587  -0.540
H -1.784 2.099 -2.955  0.269
H -3.166 1.815 -1.821  0.300
H -2.613 0.484 -2.604  0.099
H -4.304 2.528 -3.067  0.346

---

No. 2
Entry from the Open Molecules 2025 dataset: a single CH5NO2S molecule in a non-equilibrium geometry (wB97M-V/def2-TZVPD).

The calculation puts the energy above the lowest of the compared OMol25 structures with the same formula, charge and spin at 119.2 kcal per mole. As for the calculated total energy: -644.35431 a.u. As for the spin multiplicity: 1. The SMILES is CO[S@@H](=N)=O. For the gap between HOMO and LUMO, the calculation gives 9.810 eV. The calculation puts the highest occupied orbital energy at -9.33 eV.

Last column: Mulliken charge in e.
Element x y z (Å)
C -1.268 0.639 -0.400  -0.660
N 0.300 -1.735 0.079  -0.575
O 2.457 0.142 -0.294  -0.489
O 0.089 1.057 -0.485  -0.246
S 1.071 -0.054 0.127  0.672
H -1.495 -0.347 -0.897  0.328
H -1.681 1.604 -0.625  0.277
H -1.438 0.588 0.748  0.306
H 1.140 -2.401 0.324  0.200
H 0.825 0.508 1.424  0.187

---

No. 3
Entry from the Open Molecules 2025 dataset: a molecular structure, CH3NO5 in a non-equilibrium geometry (wB97M-V/def2-TZVPD).

The calculation puts the energy above the lowest of the compared OMol25 structures with the same formula, charge and spin at 34.1 kcal per mole. As for the calculated total energy: -470.74158 a.u. As for the spin multiplicity: 1. For the gap between HOMO and LUMO, the calculation gives 10.180 eV. The calculation puts the highest occupied orbital energy at -9.82 eV.

Last column: Mulliken charge in e.
Element x y z (Å)
C 0.043 -0.017 -0.199  0.700
N 1.894 0.038 0.163  0.741
O 2.591 0.565 -0.686  -0.522
O 2.243 -0.486 1.206  -0.534
O -0.253 -1.241 -0.575  -0.478
O -0.555 0.298 1.033  -0.448
O -0.091 0.857 -1.215  -0.467
H 0.075 -1.174 -1.534  0.370
H -0.928 -0.385 1.462  0.303
H 0.075 1.763 -1.092  0.334